No. 1
ORCA calculation (the ωB97M-V functional and the def2-TZVPD basis) on a cluster of 11 separate species, C32H54Br12O15 in total.

The geometry in XYZ format:
```
113
Properties=species:S:1:pos:R:3:mulliken_charge:R:1
Br 2.2844 4.2915 1.8902 -0.151
C 2.2082 2.3479 1.8757 0.677
C 3.5078 1.8284 2.4561 -0.562
Br 3.2011 0.0492 3.2676 -0.197
H 2.0890 1.9918 0.8593 -0.409
H 1.4077 2.0745 2.5505 0.013
H 3.8833 2.3642 3.3145 0.520
H 4.2598 1.6910 1.6856 0.155
Br 5.2061 2.7420 -1.1577 -0.094
C 4.6565 1.9213 -2.8315 -0.099
C 5.6345 0.8803 -3.2664 -0.521
Br 7.2897 1.7078 -3.8768 -0.159
H 4.4434 2.6615 -3.5981 0.553
H 3.6877 1.4704 -2.6021 -0.289
H 5.2492 0.3495 -4.1330 0.441
H 5.8968 0.2061 -2.4627 0.179
Br -3.2682 1.2091 -4.9038 -0.185
C -3.7548 -0.7038 -4.8558 -0.518
C -2.5707 -1.4573 -4.3538 0.263
Br -3.0606 -3.2177 -3.7442 -0.139
H -4.0225 -0.9563 -5.8734 0.418
H -4.6192 -0.7074 -4.2045 0.269
H -1.9728 -0.9327 -3.6120 -0.511
H -1.8555 -1.5581 -5.1745 0.544
Br -5.8303 3.3054 -1.1764 -0.189
C -5.3375 1.5713 -0.4810 -0.203
C -5.1109 0.6028 -1.6041 -0.189
Br -4.2454 -0.9905 -0.8589 -0.038
H -6.0218 1.2522 0.3020 0.354
H -4.3904 1.6919 0.0446 -0.178
H -4.3526 1.0161 -2.2657 -0.050
H -5.9405 0.3203 -2.2448 0.569
Br 4.3225 -0.9131 -0.0446 -0.056
C 5.8917 -1.7985 0.6754 -0.706
C 5.4640 -2.9991 1.4719 -0.368
Br 7.0321 -3.6597 2.4068 -0.140
H 6.4821 -1.0757 1.2308 0.440
H 6.5288 -2.0883 -0.1580 0.466
H 5.1401 -3.8166 0.8371 0.336
H 4.7129 -2.7828 2.2224 0.091
Br -6.6911 -3.0555 2.2204 -0.157
C -5.6966 -1.4019 2.4124 -0.183
C -4.2127 -1.6553 2.6249 0.302
Br -3.8924 -2.8149 4.1551 -0.168
H -6.1283 -0.9286 3.2883 0.462
H -5.8385 -0.7829 1.5341 -0.106
H -3.7641 -0.7090 2.9269 -0.032
H -3.6757 -2.0030 1.7523 -0.175
C 0.5365 0.6607 -2.0498 -1.173
C -0.2735 -0.2066 -1.1430 1.278
C 0.5341 -0.8311 0.0353 2.632
O -0.2183 -0.4966 1.1911 -0.312
C -1.2556 0.3033 0.8706 -0.187
O -2.0566 0.7271 1.6269 -0.315
O -1.2267 0.6086 -0.4383 0.494
H -0.0788 1.0644 -2.8630 0.467
H 1.2787 0.0629 -2.5934 0.516
H 0.9881 1.4931 -1.5162 -0.288
H -0.8573 -1.0086 -1.5916 -0.646
H 1.5066 -0.3481 0.1197 -1.053
H 0.6772 -1.8859 -0.1670 -1.469
C -0.9761 3.6416 3.7847 -1.174
C -1.8100 4.4449 2.8271 0.882
C -3.2208 3.9205 2.5749 0.163
O -4.0734 5.0534 2.8243 -0.401
C -3.3737 6.0498 3.3739 0.558
O -3.8003 7.1160 3.6629 -0.556
O -2.1161 5.6486 3.5953 -0.458
H -1.5869 3.2390 4.5903 0.435
H -0.2102 4.2912 4.2086 0.389
H -0.4542 2.7952 3.3376 -0.046
H -1.3262 4.6809 1.8805 0.115
H -3.5286 3.0782 3.1894 0.194
H -3.3445 3.6701 1.5263 -0.159
C 1.9667 -4.0693 4.5329 -1.446
C 1.0006 -4.4262 3.4549 0.092
C 0.5339 -3.3078 2.5105 0.307
O 1.1289 -3.6651 1.2536 0.361
C 1.5648 -4.9452 1.3104 0.288
O 1.9141 -5.5708 0.3562 -0.632
O 1.5547 -5.4011 2.5490 -0.387
H 2.9789 -3.8632 4.1829 0.231
H 2.0643 -4.9156 5.2219 0.421
H 1.5974 -3.2673 5.1739 0.389
H 0.1040 -4.8729 3.8879 0.401
H 0.9683 -2.3645 2.8390 -0.069
H -0.5477 -3.2739 2.4156 0.095
C 1.9963 4.5029 -1.8496 -0.790
C 0.7192 5.0811 -2.3919 0.445
C 0.2065 4.3367 -3.6319 -0.528
O -0.9305 3.6247 -3.1897 -0.281
C -1.2247 3.9861 -1.9133 0.376
O -2.0971 3.4912 -1.2874 -0.257
O -0.3319 4.8831 -1.4355 -0.281
H 2.7603 4.4185 -2.6284 0.370
H 1.8787 3.4899 -1.4545 -0.195
H 2.4330 5.0792 -1.0374 0.378
H 0.8849 6.1408 -2.5787 0.293
H 0.9730 3.6646 -4.0283 0.260
H -0.0646 4.9742 -4.4756 0.303
C 1.6058 -4.0378 -2.1341 -1.158
C 0.1427 -4.3343 -2.0156 0.445
C -0.2548 -5.6226 -1.2824 -0.783
O -1.2899 -5.2146 -0.3985 -0.400
C -1.3218 -3.8731 -0.3057 0.116
O -1.9258 -3.2597 0.5140 -0.435
O -0.5970 -3.3191 -1.2834 -0.204
H 1.8393 -3.5464 -3.0873 0.380
H 2.2708 -4.8862 -2.0119 0.311
H 1.8854 -3.2196 -1.4591 0.045
H -0.3212 -4.3065 -3.0051 0.593
H 0.6069 -6.0279 -0.7454 0.417
H -0.6320 -6.3929 -1.9501 0.362
```

The calculation puts the LUMO energy at -0.23 eV. The gap between HOMO and LUMO comes out at 0.3424 hartree. Its spin multiplicity is 1. The calculation puts the max |F| at 1.82 eV/A. For the electronic energy, the calculation gives -33268.60296 Eh. As for the SMILES: C[C@H]1COC(=O)O1.C[C@H]1COC(=O)O1.C[C@H]1COC(=O)O1.C[C@H]1COC(=O)O1.C[C@H]1COC(=O)O1.BrCCBr.BrCCBr.BrCCBr.BrCCBr.BrCCBr.BrCCBr. The relative energy (zero: lowest compared OMol25 entry of this formula, charge and spin) is 0.0 kcal per mole.


No. 2
ORCA calculation (the ωB97M-V functional and the def2-TZVPD basis) on a structure of composition C3LuO4.

The geometry in XYZ format:
```
8
Properties=species:S:1:pos:R:3:mulliken_spin:R:1
C 2.0219 -0.5033 -0.8064 0.110
C 0.8540 -0.4021 -1.2071 0.335
O -0.4572 -0.2401 -1.4275 0.158
O -1.0450 0.1831 1.6612 0.000
Lu -0.8997 -1.9514 -0.2334 0.000
O -2.0999 2.1383 0.9607 0.001
C -1.5308 1.1879 1.2854 -0.001
O 3.1567 -0.4124 -0.2329 0.397
```

The calculation puts the LUMO energy (alpha / beta) at -0.12 / -1.90 eV. The gap between HOMO and LUMO (alpha / beta) comes out at 0.2504 / 0.1845 hartree. Its spin multiplicity is 2. The calculation puts the max |F| at 5.77 eV/A. For the electronic energy, the calculation gives -1650.66467 Eh.


No. 3
ORCA calculation (the ωB97M-V functional and the def2-TZVPD basis) on a structure of composition C49H53F3MnO5S3SbSi.

The geometry in XYZ format:
```
116
Properties=species:S:1:pos:R:3:mulliken_spin:R:1
Mn -0.9921 0.2293 -0.4972 3.335
C 4.5276 1.3642 -2.5512 0.000
C 3.1217 1.1569 -2.0192 0.000
C 2.1599 2.1591 -2.6361 0.013
C 3.1102 1.2423 -0.4975 -0.024
O 2.7347 -0.1657 -2.4362 -0.004
Si 1.5560 -1.2227 -2.1608 -0.027
O 0.2875 -0.4546 -1.3727 -0.014
O 1.0142 -1.8988 -3.5186 -0.003
C 0.6120 -1.3785 -4.8072 -0.001
C -0.0204 -2.5472 -5.5385 0.001
C -0.4031 -0.2633 -4.5940 0.000
C 1.8381 -0.8737 -5.5516 0.000
O 1.9523 -2.3649 -1.0870 0.009
C 2.5208 -3.6855 -1.2574 -0.002
C 3.7179 -3.6029 -2.1944 0.000
C 1.4573 -4.6298 -1.7925 0.001
C 2.9581 -4.1050 0.1353 0.001
H 4.8843 2.3671 -2.3071 0.000
H 4.5427 1.2418 -3.6358 0.000
H 5.2087 0.6341 -2.1112 0.000
H 2.4150 3.1740 -2.3229 0.000
H 1.1354 1.9481 -2.3202 -0.002
H 2.1986 2.1143 -3.7263 0.000
H 3.5467 2.1860 -0.1671 0.000
H 3.6859 0.4217 -0.0653 0.000
H 2.0899 1.1860 -0.1081 0.018
H -0.9024 -2.9038 -5.0025 0.000
H 0.6930 -3.3686 -5.6182 0.000
H -0.3190 -2.2494 -6.5451 0.000
H -1.2098 -0.6129 -3.9455 -0.003
H -0.8362 0.0458 -5.5464 0.000
H 0.0653 0.6139 -4.1364 -0.002
H 2.5222 -1.6983 -5.7608 0.000
H 2.3729 -0.1284 -4.9615 0.000
H 1.5403 -0.4234 -6.5001 0.000
H 3.4134 -3.2619 -3.1883 0.000
H 4.1800 -4.5856 -2.3009 0.000
H 4.4623 -2.9079 -1.8003 0.000
H 1.0875 -4.2960 -2.7629 0.000
H 0.6145 -4.6923 -1.0976 0.000
H 1.8800 -5.6298 -1.9046 0.000
H 3.7484 -3.4448 0.5006 0.001
H 3.3380 -5.1285 0.1243 0.000
H 2.1089 -4.0591 0.8232 0.000
F 6.1470 -0.3696 5.3685 0.000
C 5.0118 -0.3553 4.6539 0.001
C 4.6132 -1.5141 4.0198 0.002
C 3.4314 -1.4918 3.2934 -0.001
C 2.6544 -0.3341 3.2180 0.028
C 3.1084 0.8259 3.8441 -0.006
C 4.2934 0.8195 4.5692 0.001
Sb 0.8027 -0.3720 2.1702 0.188
C 0.0956 1.4880 2.9299 -0.025
C 0.1158 2.6017 2.0900 0.009
C -0.2770 3.8574 2.5372 0.007
C -0.7083 3.9700 3.8413 -0.001
F -1.1082 5.1710 4.2871 0.000
C -0.7452 2.8933 4.7116 0.001
C -0.3291 1.6521 4.2507 -0.007
C -0.3309 -1.6444 3.4380 0.024
C -1.7001 -1.4054 3.5600 -0.019
C -2.5073 -2.2490 4.3091 -0.002
C -1.9247 -3.3416 4.9200 0.002
F -2.7033 -4.1705 5.6351 0.000
C -0.5760 -3.6129 4.8240 0.000
C 0.2204 -2.7539 4.0753 0.003
H 5.2246 -2.4042 4.0909 0.000
H 3.1314 -2.3926 2.7697 0.004
H 2.5479 1.7498 3.7746 0.002
H 4.6593 1.7090 5.0655 0.000
H 0.4462 2.5117 1.0595 -0.009
H -0.2589 4.7291 1.8920 0.000
H -1.0891 3.0401 5.7276 0.000
H -0.3417 0.8070 4.9295 0.000
H -2.1548 -0.5500 3.0665 0.006
H -3.5696 -2.0729 4.4222 0.000
H -0.1651 -4.4768 5.3299 0.000
H 1.2817 -2.9580 4.0123 0.001
C -3.6113 -3.4373 0.8469 0.043
C -4.2098 -2.1913 0.6963 -0.029
C -3.4577 -1.0986 0.2851 0.048
C -2.1094 -1.3034 0.0422 -0.350
C -1.4837 -2.5360 0.1607 0.032
C -2.2578 -3.6101 0.5750 -0.030
H -4.2041 -4.2807 1.1778 0.000
H -5.2657 -2.0578 0.8975 -0.001
H -3.9237 -0.1297 0.1749 -0.009
H -0.4286 -2.6644 -0.0538 0.005
H -1.7939 -4.5825 0.6857 -0.001
O -1.8929 1.6087 -0.1037 -0.253
C -2.8332 2.6393 -0.4305 -0.010
C -3.9070 2.5442 0.6385 -0.020
C -5.1846 3.0159 0.5943 0.000
C -5.8773 2.8295 1.8245 -0.002
C -5.1106 2.2151 2.7649 0.000
S -3.5444 1.8769 2.1825 0.002
C -3.3562 2.3953 -1.8395 -0.003
C -3.1656 1.3063 -2.6386 0.060
C -3.7503 1.4439 -3.9311 0.009
C -4.3732 2.6396 -4.0808 0.001
S -4.2414 3.6028 -2.6753 0.002
C -2.0936 3.9616 -0.3507 0.017
C -0.8605 4.2434 -0.8570 -0.010
C -0.4598 5.5845 -0.6036 0.001
C -1.4092 6.2812 0.0815 -0.001
S -2.7696 5.3196 0.4397 0.000
H -5.6322 3.4837 -0.2726 0.000
H -6.8992 3.1404 1.9892 0.000
H -5.3749 1.9450 3.7760 0.000
H -2.6458 0.4062 -2.3445 -0.006
H -3.7146 0.6824 -4.6972 0.000
H -4.9063 3.0149 -4.9413 0.000
H -0.2616 3.5291 -1.4033 0.005
H 0.4781 6.0120 -0.9293 0.000
H -1.3839 7.3132 0.3966 0.000
```

The calculation puts the LUMO energy (alpha / beta) at -5.94 / -4.13 eV. The gap between HOMO and LUMO (alpha / beta) comes out at 0.1786 / 0.2493 hartree. Its spin multiplicity is 4. The calculation puts the max |F| at 1.42 eV/A. For the electronic energy, the calculation gives -5449.98163 Eh. As for the charge: +1. The relative energy (zero: lowest compared OMol25 entry of this formula, charge and spin) is 0.0 kcal per mole.


No. 4
ORCA calculation (the ωB97M-V functional and the def2-TZVPD basis) on an isolated molecule of C6H7NO3.

The geometry in XYZ format:
```
17
Properties=species:S:1:pos:R:3:mulliken_charge:R:1
O 2.1886 -0.3004 -0.5537 -0.498
C 1.4685 -0.0053 0.3598 0.353
C 1.9663 -0.0936 1.8071 0.509
N 3.1341 -0.4950 2.0633 -0.606
C -0.0396 0.2640 0.1136 0.338
O -0.7697 0.4647 1.0713 -0.731
C -0.5189 0.1280 -1.2612 0.039
C -1.9327 -0.3974 -1.4757 -0.511
C -1.6687 1.0403 -1.6822 -0.542
H 0.2322 -0.1141 -2.0098 0.492
H -2.0643 -1.0401 -2.3456 0.263
H -2.4721 -0.6963 -0.5764 0.240
H -2.0223 1.7409 -0.9248 0.236
H -1.6065 1.4296 -2.6978 0.263
O 0.9964 -0.5489 2.7233 -0.517
H 0.0989 -0.3278 2.3966 0.372
H 3.0100 -1.0486 2.9922 0.299
```

The calculation puts the LUMO energy at -1.15 eV. The gap between HOMO and LUMO comes out at 0.3343 hartree. Its spin multiplicity is 1. The calculation puts the max |F| at 3.70 eV/A. For the electronic energy, the calculation gives -513.23428 Eh. As for the SMILES: [H]/N=C(\O)C(=O)C(=O)C1CC1. The relative energy (zero: lowest compared OMol25 entry of this formula, charge and spin) is 49.5 kcal per mole.


Look up the electronic energy of the fourth one.
-513.23428 Eh